Molecular formula: C2H7N2S2
Method: DFT, ωB97M-V/def2-TZVPD

Cartesian coordinates (Å):
1 C 2.3164 0.7207 0.3529
2 C -0.5503 -0.7853 -0.4194
3 N -1.0096 -1.2312 0.8639
4 N -0.4957 0.7908 -0.7410
5 S 2.5614 -0.4395 1.3153
6 S 2.4789 2.0101 -0.4690
7 H 0.5370 -0.9664 -0.4471
8 H -1.3033 -1.1246 -1.1245
9 H -0.8712 -0.7664 1.7579
10 H -2.0190 -1.4413 0.8857
11 H 0.3608 1.0990 -1.0269
12 H -1.3562 0.9755 -1.1836
13 H -0.6493 1.1587 0.2356

Force components x, y, z for each atom (eV/Å):
C 1.411 0.258 0.621
C 0.877 0.087 1.584
N -1.971 0.564 -0.264
N -3.881 -2.042 5.380
S -0.484 -1.117 0.562
S -0.417 0.967 -0.986
H -0.800 -0.774 -0.916
H 0.976 -0.638 -0.505
H 1.076 0.148 -0.436
H 0.711 0.024 -0.381
H 2.724 1.341 -1.868
H -0.664 1.047 -1.584
H 0.443 0.134 -1.208

Output
Calculated total energy in Ha: -985.99509
Net charge: +1
E_HOMO in eV: -13.65
Spin multiplicity: 1
LUMO level in eV: -4.298
Largest force on an atom in eV/A: 6.941
Energy above the lowest of the compared OMol25 structures with the same formula, charge and spin in eV: 1.6398

Molecular formula: C8H33N4O13P
Method: DFT, ωB97M-V/def2-TZVPD

Cartesian coordinates (Å):
1 C 0.1735 0.2157 3.3327
2 C -0.3762 -1.2028 3.5022
3 O -0.8117 -1.8086 2.2989
4 C -2.0723 -1.3466 1.8336
5 C -1.9505 -0.6325 0.4748
6 C -2.7273 -1.4407 -0.6066
7 O -2.2993 -2.6038 -0.7776
8 O -3.6126 -0.8099 -1.2068
9 C -2.4496 0.7919 0.5814
10 N -1.7412 1.4450 -0.5432
11 C -0.4977 0.8025 -0.4658
12 N 0.6215 1.3727 -0.8352
13 C 1.9045 0.6816 -0.8792
14 O 2.1702 -0.0139 0.3036
15 O 2.2623 -1.4253 0.0759
16 P 0.5578 3.0714 -1.3546
17 N 0.1301 4.0553 -0.2343
18 N -0.5941 -0.4244 -0.0316
19 H 0.4770 0.4084 2.3096
20 H -0.5881 0.9281 3.6262
21 H 1.0544 0.3394 3.9434
22 H -1.1800 -1.2086 4.2371
23 H 0.4108 -1.8194 3.9021
24 H -2.4920 -0.6602 2.5627
25 H -2.7135 -2.2043 1.7106
26 H -2.0802 1.2214 1.5076
27 H -3.5204 0.8734 0.5323
28 H -2.1248 1.0838 -1.4231
29 H 2.6655 1.4425 -0.9963
30 H 1.9849 0.0437 -1.7470
31 H 1.4894 -1.7044 -0.4434
32 H 1.8197 3.3434 -1.9065
33 H -0.3627 3.0878 -2.4147
34 H -0.0402 3.5401 0.6224
35 H 0.1512 -0.8252 0.5319
36 O -0.2826 -3.4547 -2.5898
37 H -1.1101 -3.2469 -2.1199
38 H -0.5848 -3.8850 -3.3970
39 O 0.0875 0.2369 -3.3575
40 H -0.4623 -0.5107 -3.0812
41 H 0.2933 0.0305 -4.2768
42 O 1.5937 4.9869 2.6732
43 H 2.5200 4.9292 2.4240
44 H 1.1719 5.4105 1.9163
45 O 1.6054 2.7340 -4.3943
46 H 1.0466 1.9903 -4.1485
47 H 1.8303 2.5882 -5.3183
48 O -4.3381 3.0417 -1.7797
49 H -5.0533 2.4410 -1.5466
50 H -3.5533 2.6317 -1.4051
51 O 2.2820 -1.0171 5.1414
52 H 3.2443 -0.9894 5.1418
53 H 2.0354 -0.7712 6.0392
54 O 3.6137 -3.8171 1.7947
55 H 2.8268 -4.2218 1.4183
56 H 3.5766 -2.9049 1.4893
57 O 1.3127 -4.9594 -4.6090
58 H 1.0597 -4.2315 -4.0333
59 H 1.6460 -5.6283 -4.0044

Force components x, y, z for each atom (eV/Å):
C -0.543 -0.212 0.004
C 0.436 0.256 0.112
O -0.075 0.014 -0.211
C 1.129 -0.204 -0.151
C -1.657 -0.576 0.536
C 0.215 -0.140 -0.597
O 0.057 0.188 -0.072
O -0.014 0.027 -0.128
C 0.335 -0.271 -0.191
N 0.474 0.282 -0.281
C -0.209 0.012 -0.555
N 0.774 1.341 -0.826
C 0.421 0.102 -0.152
O -0.386 -0.333 0.157
O 0.525 -0.125 -0.019
P -1.198 1.013 1.072
N 0.566 -0.546 0.036
N 0.511 -0.468 1.545
H 0.041 0.012 -0.204
H -0.015 0.452 -0.063
H 0.057 0.155 0.191
H -0.220 -0.027 0.076
H 0.228 -0.412 -0.079
H -0.237 0.131 0.135
H -0.255 -0.277 0.009
H 0.044 0.348 0.126
H -0.274 0.088 -0.269
H -0.495 0.204 -0.032
H 0.173 0.288 0.102
H -0.249 -0.416 -0.203
H -0.214 0.141 -0.062
H -0.040 -0.632 -0.230
H 0.408 -0.422 -0.290
H -0.143 0.475 0.297
H -0.080 -0.271 -0.042
O 0.025 0.207 -0.385
H -0.177 0.119 0.546
H -0.199 -0.093 0.073
O -0.020 -0.123 -0.231
H 0.006 -0.071 0.009
H -0.076 -0.161 0.014
O -0.032 0.031 -0.026
H 0.033 -0.004 0.015
H -0.046 -0.098 -0.057
O 0.073 -0.043 0.060
H -0.122 -0.028 -0.015
H 0.019 0.069 -0.006
O -0.025 -0.036 0.024
H -0.016 -0.041 -0.079
H 0.038 0.144 0.068
O 0.246 -0.009 0.252
H 0.004 -0.077 -0.041
H -0.008 -0.028 0.009
O 0.046 0.036 -0.026
H -0.037 -0.041 0.042
H -0.046 0.023 -0.013
O -0.029 0.043 -0.109
H 0.266 0.030 0.125
H -0.009 -0.049 0.010

Output
Calculated total energy in Ha: -1862.94214
E_HOMO in eV: -9.05
Spin multiplicity: 1
LUMO level in eV: -0.310
Largest force on an atom in eV/A: 1.901